# 1
The following is a quantum chemistry calculation of a cluster of 2 separate species, C5H13NO2 in total, from OMol25.

Values from the calculation:
lowest unoccupied orbital energy: 0.730 eV
multiplicity: 1
frontier orbital gap: 10.33 eV
charge: 0
electronic energy: -403.4703 a.u.
SMILES: CNC(=O)C(C)C.O

Last column: Löwdin charge in e.
Atoms and positions in Å:
1 C -0.4188 -1.6745 -1.5144  -0.059
2 N 0.9414 -1.0091 -1.3058  0.038
3 C 1.2493 -0.3967 -0.0966  -0.396
4 O 2.4144 -0.0493 0.0594  0.021
5 C 0.0062 0.1841 0.8904  -0.314
6 C -0.3477 -0.7588 2.0007  -0.091
7 C 0.5514 1.6174 1.3518  -0.059
8 H -0.5642 -2.6642 -0.9065  0.104
9 H -0.5106 -1.8530 -2.5893  0.084
10 H -1.2078 -1.2537 -1.0339  0.014
11 H 1.6159 -1.1881 -1.9833  0.101
12 H -0.8857 0.4341 0.3178  0.089
13 H 0.4924 -0.9293 2.6819  0.091
14 H -1.4118 -0.4292 2.2950  0.111
15 H -0.6541 -1.7539 1.5132  0.084
16 H 1.6553 1.8364 1.3074  0.090
17 H 0.4650 1.9880 2.3713  0.070
18 H -0.0411 2.2086 0.7299  0.031
19 O -1.4351 1.7300 -2.1823  -0.068
20 H -0.7064 1.3818 -1.4968  0.085
21 H -1.2079 2.5796 -2.4099  -0.026

# 2
The following is a quantum chemistry calculation of a structure of composition C5H13NO2, from OMol25.

Values from the calculation:
lowest unoccupied orbital energy: -2.512 eV
multiplicity: 1
frontier orbital gap: 5.44 eV
charge: 0
electronic energy: -403.1285 a.u.

Last column: Löwdin charge in e.
Atoms and positions in Å:
1 C -1.1397 -1.6169 0.6124  -0.073
2 C 0.1301 -0.9197 0.1746  -0.484
3 C 0.2933 0.5826 0.8043  -0.104
4 C -0.0831 1.5737 -0.2173  -0.050
5 C -1.5490 1.7409 -0.2145  -0.367
6 O -2.3891 1.2364 0.6076  -0.062
7 N 1.3503 -1.8131 0.0653  -0.004
8 H -2.0582 -0.8808 0.6673  0.097
9 H -0.9687 -2.5340 -0.0889  0.117
10 H -0.8535 -1.9218 1.7004  0.101
11 H -0.0278 -0.5865 -0.8349  0.078
12 H 1.4410 0.5847 0.8664  -0.006
13 H -0.0659 0.5330 1.8360  0.142
14 H -1.0167 0.8309 -0.9675  0.227
15 H 0.4113 2.5347 -0.3363  0.149
16 H -1.9118 2.6012 -0.8337  0.145
17 H 1.5539 -2.1660 1.0032  0.013
18 H 2.2586 0.6464 1.1296  0.294
19 H 3.3823 -0.3641 -1.6435  0.010
20 H 2.1355 -1.0541 -1.0103  -0.098
21 O 2.4339 -0.4483 -1.7203  -0.125

# 3
The following is a quantum chemistry calculation of a cluster of 3 separate species, C5H13NO2 in total, from OMol25.

Values from the calculation:
lowest unoccupied orbital energy (spin up / spin down): -3.842 / -7.813 eV
multiplicity: 2
frontier orbital gap (spin up / spin down): 9.72 / 5.74 eV
charge: +1
electronic energy: -403.1351 a.u.

Last column: Löwdin charge in e.
Atoms and positions in Å:
1 N 0.8912 -0.6345 -1.9062  0.157
2 C -0.3749 0.1157 -1.4761  -0.021
3 C -0.5218 0.7284 -0.3030  -0.015
4 C -1.7372 1.5086 -0.3283  -0.086
5 C -1.8653 2.8618 -0.3280  -0.083
6 C -3.1736 3.5012 -0.4647  -0.103
7 H 0.8107 -1.0151 -2.9094  0.146
8 H 1.6205 -0.0721 -1.9124  0.020
9 H -1.2345 -0.0286 -2.2474  0.176
10 H -0.0052 0.9561 0.6013  0.140
11 H -2.6373 0.9517 -0.3834  0.126
12 H -0.9994 3.6069 -0.1220  0.167
13 H -3.5583 3.4453 -1.5838  0.140
14 H -4.0316 3.0492 0.1534  0.121
15 H -3.1980 4.6545 -0.2795  0.117
16 H 2.0102 -1.7684 2.7474  0.004
17 H 3.1640 -2.6168 2.2755  0.010
18 O 2.8654 -1.7312 2.3811  -0.025
19 H 3.4426 -6.1311 2.4832  0.023
20 H 4.3295 -5.7761 1.3339  0.032
21 O 4.2029 -5.6055 2.2682  -0.044

# 4
The following is a quantum chemistry calculation of a structure of composition C5H13NOP, from OMol25.

Values from the calculation:
lowest unoccupied orbital energy: -3.582 eV
multiplicity: 1
frontier orbital gap: 10.83 eV
charge: +1
electronic energy: -669.2865 a.u.

Last column: Löwdin charge in e.
Atoms and positions in Å:
1 C 1.1985 0.0717 -0.1993  -0.566
2 C -0.1869 -0.3559 -0.1077  -0.482
3 C 1.5041 1.5120 -0.4189  -0.025
4 C -2.7200 -0.2129 -0.4692  -0.046
5 C -1.4039 0.4346 0.1598  -0.178
6 N 2.0690 -0.5340 0.8953  0.187
7 O -0.1592 -1.5494 1.2367  -0.176
8 P 0.6334 -1.2489 -1.4749  1.114
9 H 2.1874 1.8047 -1.2560  0.122
10 H 1.9065 2.0629 0.4189  0.100
11 H 0.6255 1.9656 -0.5331  0.021
12 H -2.4533 -0.6150 -1.5449  0.115
13 H -3.6136 0.3818 -0.3895  0.075
14 H -3.0505 -1.0240 0.0320  0.018
15 H -1.6847 0.5110 1.1653  0.105
16 H -1.1691 1.4160 -0.2177  0.106
17 H 2.3372 -0.0721 1.7522  0.165
18 H 2.9622 -0.8607 0.5978  0.151
19 H 1.5476 -1.3039 1.4297  0.154
20 H -0.9308 -2.1255 1.3702  0.081
21 H 0.4007 -0.2582 -2.4466  -0.041

# 5
The following is a quantum chemistry calculation of a cluster of 2 separate species, C5H13NOS in total, from OMol25.

Values from the calculation:
lowest unoccupied orbital energy: 0.728 eV
multiplicity: 1
frontier orbital gap: 9.85 eV
charge: 0
electronic energy: -726.4608 a.u.
SMILES: CCC=O.NCCS

Last column: Löwdin charge in e.
Atoms and positions in Å:
1 C 1.4730 1.3864 2.1540  -0.105
2 C 2.0920 1.0914 0.7985  -0.221
3 C 1.3797 1.8495 -0.2983  -0.297
4 O 1.9175 2.4383 -1.1916  0.062
5 H 1.7399 2.3990 2.4502  0.079
6 H 1.7934 0.6799 2.9122  0.071
7 H 0.3851 1.3368 2.0725  0.067
8 H 3.1514 1.3457 0.7468  0.114
9 H 2.0157 0.0299 0.5331  0.108
10 H 0.2696 1.8308 -0.2258  0.115
11 N -1.2247 -1.8895 0.7184  -0.006
12 C -1.0953 -0.9444 -0.3830  -0.402
13 C -1.8188 -1.4795 -1.6111  -0.570
14 S -1.8533 -0.1878 -2.8981  0.689
15 H -0.8739 -2.7975 0.4330  0.067
16 H -0.6397 -1.6072 1.5008  0.061
17 H -0.0632 -0.7043 -0.6727  0.087
18 H -1.5782 -0.0051 -0.0995  0.097
19 H -1.3207 -2.3599 -2.0192  0.067
20 H -2.8351 -1.7665 -1.3502  0.074
21 H -2.9145 -0.6462 -3.5700  -0.157

# 6
The following is a quantum chemistry calculation of a cluster of 2 separate species, C5H13NOS in total, from OMol25.

Values from the calculation:
lowest unoccupied orbital energy (spin up / spin down): -3.110 / -8.233 eV
multiplicity: 2
frontier orbital gap (spin up / spin down): 10.04 / 4.90 eV
charge: +1
electronic energy: -726.1833 a.u.

Last column: Löwdin charge in e.
Atoms and positions in Å:
1 C -2.8253 0.1218 1.6770  0.007
2 C -2.3094 -0.5034 0.3935  -0.590
3 O -2.5847 -0.0530 -0.6938  0.057
4 N -1.3612 -1.4890 0.5539  0.135
5 H -2.3631 -0.2740 2.5635  0.069
6 H -3.8425 -0.2330 1.8268  0.096
7 H -0.7739 -1.8681 -0.1653  0.080
8 H -1.3697 -1.9689 1.4387  0.102
9 H -2.7562 1.1797 1.5693  0.082
10 C 1.6148 0.4470 -1.4766  -0.436
11 C 0.6270 -0.4656 -2.2029  -0.126
12 C 2.6414 1.1301 1.0795  -0.313
13 S 1.1739 0.5871 0.2583  1.173
14 H 2.6372 0.0774 -1.4887  0.098
15 H 1.6500 1.4276 -1.9623  0.118
16 H -0.3722 -0.4209 -1.7619  0.042
17 H 0.9056 -1.5130 -2.1917  0.087
18 H 3.4268 0.3808 1.0791  0.078
19 H 2.9860 2.0912 0.6750  0.084
20 H 2.3442 1.4893 2.0678  0.063
21 H 0.5514 -0.1431 -3.2392  0.096

# 7
The following is a quantum chemistry calculation of a structure of composition C5H13NOSi, from OMol25.

Values from the calculation:
lowest unoccupied orbital energy: 0.586 eV
multiplicity: 1
frontier orbital gap: 8.18 eV
charge: 0
electronic energy: -617.6967 a.u.

Last column: Löwdin charge in e.
Atoms and positions in Å:
1 C -2.4816 0.3895 -1.5245  -0.032
2 C -2.1468 0.0889 -0.2689  -0.222
3 C 2.2964 0.5242 -0.6271  -0.255
4 C 0.5130 2.0737 -0.8412  -0.223
5 C 0.0277 -2.2331 2.5728  -0.163
6 N 1.0651 0.9828 0.0027  -0.283
7 O -0.5452 -1.3249 1.6884  -0.320
8 Si -0.5172 -0.6606 0.2046  0.714
9 H -3.3168 0.9545 -1.7435  0.039
10 H -1.9825 -0.0642 -2.3423  0.051
11 H -2.8789 0.3534 0.3674  0.019
12 H 1.9688 -0.1777 -1.4001  0.032
13 H 3.1055 1.3103 -0.9399  0.103
14 H 2.8246 -0.1567 0.1873  0.090
15 H 1.0186 3.0115 -0.6076  0.068
16 H 0.6626 1.9246 -1.9018  0.060
17 H -0.5234 2.2239 -0.6762  0.026
18 H 0.0979 -3.2920 2.0746  0.113
19 H -0.4737 -2.3246 3.5124  0.057
20 H 1.1138 -1.8889 2.8943  0.118
21 H 0.1724 -1.7144 -0.6310  0.009

# 8
The following is a quantum chemistry calculation of the molecule C5H13NS, from OMol25.

Values from the calculation:
lowest unoccupied orbital energy: 0.947 eV
multiplicity: 1
frontier orbital gap: 8.80 eV
charge: 0
electronic energy: -651.1022 a.u.
SMILES: CN(C)CCCS

Last column: Löwdin charge in e.
Atoms and positions in Å:
1 C -2.1410 -1.1046 -1.4076  -0.028
2 N -1.3126 -0.6181 -0.1060  -0.331
3 C -2.1413 0.2885 0.6897  -0.153
4 C 0.1230 -0.2909 -0.2134  -0.240
5 C 1.1533 0.3838 0.8223  -0.203
6 C 2.4142 0.5210 -0.0387  -0.611
7 S 4.0912 1.0584 0.4801  0.680
8 H -1.4219 -1.8554 -1.8433  0.095
9 H -2.6720 -0.1193 -1.7504  0.102
10 H -2.9910 -1.4876 -0.8889  0.030
11 H -1.7558 1.3298 0.4785  0.072
12 H -1.8888 0.2131 1.8715  0.114
13 H -3.2213 -0.0091 0.4866  0.084
14 H 0.1185 0.5017 -1.0645  0.138
15 H 0.5083 -1.3060 -0.4119  0.108
16 H 1.4430 -0.2438 1.7261  0.125
17 H 0.5492 1.3107 0.8963  0.099
18 H 2.3255 1.3686 -0.7111  0.036
19 H 2.7124 -0.3476 -0.6473  0.060
20 H 4.1072 0.4068 1.6320  -0.176

Question: Number 4 is which compound?
Answer: C5H13NOP

Repeat the first record exactly.
The following is a quantum chemistry calculation of a cluster of 2 separate species, C5H13NO2 in total, from OMol25.

Values from the calculation:
lowest unoccupied orbital energy: 0.730 eV
multiplicity: 1
frontier orbital gap: 10.33 eV
charge: 0
electronic energy: -403.4703 a.u.
SMILES: CNC(=O)C(C)C.O

Last column: Löwdin charge in e.
Atoms and positions in Å:
1 C -0.4188 -1.6745 -1.5144  -0.059
2 N 0.9414 -1.0091 -1.3058  0.038
3 C 1.2493 -0.3967 -0.0966  -0.396
4 O 2.4144 -0.0493 0.0594  0.021
5 C 0.0062 0.1841 0.8904  -0.314
6 C -0.3477 -0.7588 2.0007  -0.091
7 C 0.5514 1.6174 1.3518  -0.059
8 H -0.5642 -2.6642 -0.9065  0.104
9 H -0.5106 -1.8530 -2.5893  0.084
10 H -1.2078 -1.2537 -1.0339  0.014
11 H 1.6159 -1.1881 -1.9833  0.101
12 H -0.8857 0.4341 0.3178  0.089
13 H 0.4924 -0.9293 2.6819  0.091
14 H -1.4118 -0.4292 2.2950  0.111
15 H -0.6541 -1.7539 1.5132  0.084
16 H 1.6553 1.8364 1.3074  0.090
17 H 0.4650 1.9880 2.3713  0.070
18 H -0.0411 2.2086 0.7299  0.031
19 O -1.4351 1.7300 -2.1823  -0.068
20 H -0.7064 1.3818 -1.4968  0.085
21 H -1.2079 2.5796 -2.4099  -0.026